# 1
Entry from the Open Molecules 2025 dataset: a cluster of 12 separate species, C51H131N5O17 in total in a non-equilibrium geometry (the ωB97M-V functional and the def2-TZVPD basis).

Structure (ORCA input):
```
! RIJCOSX wB97M-V def2-TZVPD def2/J DEFGRID3
* xyz 0 1
C 15.77 9.93 18.55
O 14.73 10.86 18.61
C 13.61 10.54 19.38
C 12.51 11.48 19.08
N 11.99 11.41 17.67
C 11.05 12.46 17.47
C 10.47 12.32 16.08
O 11.62 12.50 15.26
C 11.30 12.14 13.90
H 15.32 8.91 18.38
H 16.31 9.88 19.51
H 16.44 10.17 17.68
H 13.95 10.63 20.48
H 13.38 9.42 19.21
H 12.96 12.45 19.29
H 11.66 11.25 19.77
H 12.86 11.45 17.15
H 11.53 13.48 17.45
H 10.30 12.43 18.24
H 9.73 13.13 15.87
H 10.06 11.33 15.88
H 11.20 11.05 13.76
H 12.07 12.61 13.32
H 10.48 12.77 13.54
C 10.16 13.21 21.81
O 10.72 13.71 22.99
C 12.06 13.34 23.07
C 12.79 13.81 24.32
N 13.46 15.09 24.09
C 14.29 15.51 25.18
C 14.64 17.06 25.05
O 13.65 17.85 25.68
C 13.90 19.24 25.44
H 9.10 13.39 21.82
H 10.28 12.12 21.83
H 10.63 13.63 20.90
H 12.60 13.66 22.18
H 12.14 12.21 23.17
H 13.64 13.15 24.55
H 12.09 13.79 25.20
H 12.89 15.90 23.92
H 15.22 14.96 25.32
H 13.81 15.46 26.20
H 14.64 17.21 23.97
H 15.63 17.36 25.40
H 13.83 19.34 24.34
H 14.98 19.47 25.75
H 13.27 19.91 25.98
C 10.54 22.18 20.35
O 11.56 22.37 19.36
C 12.82 22.49 19.96
C 13.75 22.85 18.76
N 13.61 21.88 17.69
C 14.41 22.12 16.52
C 14.44 20.94 15.53
O 13.19 20.60 15.02
C 13.18 19.25 14.57
H 10.91 21.60 21.18
H 9.73 21.65 19.85
H 10.18 23.16 20.75
H 13.18 21.54 20.37
H 12.83 23.35 20.69
H 14.75 22.83 19.12
H 13.57 23.87 18.45
H 12.59 21.86 17.49
H 15.37 22.37 16.92
H 14.04 23.03 15.96
H 14.84 20.02 16.00
H 15.09 21.21 14.70
H 13.88 19.17 13.71
H 12.20 18.97 14.30
H 13.49 18.57 15.37
C 17.71 19.08 14.71
O 18.74 18.86 15.68
C 18.17 18.47 16.95
C 19.30 17.88 17.78
N 19.98 16.80 17.14
C 21.35 16.77 17.47
C 21.99 15.63 16.75
O 22.02 15.78 15.36
C 22.27 14.61 14.61
H 17.17 18.18 14.44
H 18.21 19.57 13.87
H 17.03 19.85 15.05
H 17.42 17.64 16.78
H 17.62 19.33 17.35
H 18.95 17.61 18.78
H 19.98 18.71 18.03
H 19.92 16.95 16.16
H 21.46 16.50 18.53
H 21.93 17.68 17.14
H 21.35 14.77 17.02
H 23.01 15.36 17.14
H 22.36 14.95 13.58
H 21.44 13.80 14.70
H 23.22 14.18 14.89
C 19.75 10.20 19.09
O 19.06 11.35 18.64
C 19.85 12.44 18.17
C 18.78 13.43 17.73
N 17.75 13.77 18.70
C 18.35 14.25 19.94
C 17.29 14.54 20.96
O 16.78 13.36 21.54
C 15.34 13.25 21.71
H 19.12 9.32 18.90
H 20.01 10.22 20.13
H 20.70 10.07 18.53
H 20.42 12.17 17.28
H 20.52 12.85 19.01
H 18.32 12.93 16.88
H 19.24 14.38 17.34
H 17.31 12.85 18.89
H 18.97 15.11 19.65
H 19.03 13.54 20.42
H 16.53 15.07 20.36
H 17.73 15.26 21.69
H 15.21 12.59 22.58
H 14.94 12.88 20.80
H 14.88 14.18 21.95
C 12.16 16.12 13.45
C 11.07 15.92 14.57
C 10.80 17.13 15.48
O 9.79 15.50 13.98
H 12.26 15.25 12.85
H 13.12 16.32 13.93
H 11.82 16.90 12.68
H 11.42 15.10 15.20
H 11.61 17.42 16.13
H 9.96 16.78 16.10
H 10.43 18.00 14.90
H 9.33 16.32 13.78
C 18.65 15.78 12.94
C 17.35 16.03 12.20
C 17.38 17.26 11.27
O 16.95 14.91 11.45
H 19.47 15.43 12.20
H 18.43 14.88 13.59
H 18.92 16.62 13.58
H 16.54 16.22 13.00
H 17.28 18.13 11.92
H 16.54 17.16 10.54
H 18.36 17.41 10.70
H 17.07 14.18 12.07
C 13.96 8.58 13.74
C 14.83 9.82 13.68
C 15.80 9.84 14.83
O 15.61 9.99 12.46
H 13.27 8.53 12.91
H 13.43 8.57 14.73
H 14.71 7.77 13.73
H 14.21 10.66 13.84
H 16.31 10.84 14.85
H 16.62 9.17 14.85
H 15.28 9.77 15.74
H 15.02 10.24 11.77
C 18.88 10.32 13.15
C 18.86 11.63 12.37
C 19.47 11.45 11.00
O 17.54 12.19 12.33
H 18.14 9.64 12.69
H 18.47 10.55 14.15
H 19.85 9.76 13.12
H 19.48 12.34 12.94
H 18.88 10.69 10.45
H 20.55 11.33 11.02
H 19.35 12.39 10.45
H 16.84 11.52 12.23
C 13.90 13.67 10.47
C 14.24 12.54 9.55
C 15.61 12.45 9.14
O 13.91 11.28 10.16
H 14.03 14.67 10.01
H 14.42 13.66 11.42
H 12.79 13.63 10.66
H 13.57 12.65 8.67
H 15.71 11.50 8.60
H 16.28 12.35 10.00
H 15.93 13.22 8.49
H 12.99 11.34 10.48
C 14.65 14.89 17.57
C 15.52 14.68 16.37
C 15.33 13.34 15.76
O 15.19 15.62 15.37
H 14.85 15.83 18.13
H 14.73 14.12 18.33
H 13.63 14.84 17.15
H 16.59 14.74 16.63
H 14.27 13.24 15.60
H 15.68 12.57 16.45
H 15.84 13.25 14.79
H 15.34 16.49 15.70
C 12.26 17.60 19.51
C 13.48 18.46 19.69
C 14.52 17.74 20.56
O 14.01 18.66 18.33
H 12.62 16.83 18.81
H 11.43 18.13 19.00
H 11.96 17.14 20.46
H 13.23 19.49 20.00
H 15.50 18.23 20.47
H 14.44 16.70 20.33
H 14.28 17.96 21.67
H 14.15 19.61 18.21
*
```

Properties
ΔE to the lowest compared entry with this formula, charge and spin: 129.85 kJ/mol
HOMO level: -8.6689 eV
energy: -3574.26156 hartree
frontier orbital gap: 9.127 eV
structure (SMILES): COCCNCCOC.COCCNCCOC.COCCNCCOC.COCCNCCOC.COCCNCCOC.CC(C)O.CC(C)O.CC(C)O.CC(C)O.CC(C)O.CC(C)O.CC(C)O

# 2
Entry from the Open Molecules 2025 dataset: a cluster of 2 separate species, C3H7NO in total in a non-equilibrium geometry (the ωB97M-V functional and the def2-TZVPD basis).

Structure (ORCA input):
```
! RIJCOSX wB97M-V def2-TZVPD def2/J DEFGRID3
* xyz 0 1
N -4.38 2.77 -0.83
C -4.45 1.63 -0.10
O -4.08 0.57 -0.54
H -3.98 2.72 -1.74
H -4.85 3.65 -0.64
H -4.75 1.76 0.94
C 4.94 -1.89 0.24
C 3.86 -2.44 0.77
H 5.59 -2.46 -0.42
H 5.37 -0.91 0.39
H 3.60 -3.46 0.52
H 3.13 -1.93 1.39
*
```

Properties
ΔE to the lowest compared entry with this formula, charge and spin: 152.65 kJ/mol
HOMO level: -10.1581 eV
energy: -248.46835 hartree
frontier orbital gap: 11.156 eV
structure (SMILES): NC=O.C=C

# 3
Entry from the Open Molecules 2025 dataset: a structure of composition C22H23N6O3PtS4Se in a non-equilibrium geometry (the ωB97M-V functional and the def2-TZVPD basis).

Structure (ORCA input):
```
! RIJCOSX wB97M-V def2-TZVPD def2/J DEFGRID3
* xyz 1 1
Pt 0.94 -0.02 1.09
S 1.30 0.65 3.46
C 2.85 0.63 2.74
N 2.89 0.40 1.46
C 4.18 0.30 0.94
C 4.54 0.07 -0.38
C 5.88 0.02 -0.68
C 6.85 0.17 0.31
C 6.50 0.40 1.63
C 5.14 0.48 1.93
S 4.39 0.78 3.49
H 3.77 -0.07 -1.13
H 6.19 -0.13 -1.71
H 7.90 0.11 0.05
H 7.24 0.52 2.40
N -4.52 -1.58 -3.93
C -3.23 -1.28 -3.59
C -2.71 0.00 -3.86
C -1.43 0.32 -3.48
C -0.65 -0.63 -2.82
C -1.15 -1.89 -2.55
C -2.43 -2.22 -2.93
S 0.94 -0.19 -2.24
O 1.61 0.67 -3.16
O 1.59 -1.36 -1.74
N 0.58 0.66 -0.85
C 0.33 1.94 -0.56
N 0.01 2.90 -1.42
C -0.21 4.09 -0.89
C -0.12 4.36 0.48
C 0.19 3.30 1.30
N 0.42 2.10 0.78
H -5.05 -0.96 -4.51
H -4.84 -2.53 -3.86
H -3.32 0.72 -4.38
H -1.01 1.30 -3.69
H -0.51 -2.61 -2.05
H -2.82 -3.21 -2.74
H -0.47 4.88 -1.59
H -0.30 5.34 0.88
H 0.27 3.39 2.37
C -3.91 -1.24 0.74
C -3.62 0.23 0.99
S -2.06 0.53 1.83
O -1.09 -0.35 1.00
C -2.35 -0.36 3.40
C -1.65 -1.72 3.44
H -4.70 -1.33 0.00
H -4.24 -1.75 1.64
H -3.02 -1.74 0.35
H -4.38 0.72 1.61
H -3.53 0.78 0.05
H -3.43 -0.45 3.52
H -1.96 0.30 4.17
H -2.06 -2.40 2.70
H -1.77 -2.15 4.43
H -0.59 -1.62 3.24
Se 0.53 -4.41 0.05
C 0.90 -2.92 0.83
N 1.21 -1.94 1.44
*
```

Properties
ΔE to the lowest compared entry with this formula, charge and spin: 81.14 kJ/mol
HOMO level: -10.5750 eV
energy: -5519.64945 hartree
frontier orbital gap: 5.868 eV